Density functional theory data (ωB97M-V/def2-TZVPD) for C4H12NO2 as an isolated structure in a non-equilibrium geometry.

Structure (XYZ):
```
19
Properties=species:S:1:pos:R:3:forces:R:3
C 0.529 -0.845 -1.407 1.198 3.215 1.338
N 1.149 -0.085 -0.184 -1.848 -2.256 0.710
C -0.240 -1.597 1.361 0.431 0.726 -3.285
C 0.113 -0.114 0.924 2.606 0.050 -0.490
C -1.124 0.673 0.472 -2.924 -7.122 2.364
O -1.055 1.902 0.334 1.905 6.934 -0.794
H -0.311 -0.294 -1.917 0.695 -0.821 0.509
H 1.388 -0.846 -2.015 0.807 -0.204 -1.512
H 0.334 -1.869 -1.152 -0.429 -0.269 0.237
H 1.381 0.933 -0.289 -0.536 -1.067 -1.312
H -0.880 -1.932 0.455 -0.355 0.388 2.307
H -0.535 -1.565 2.375 -1.440 -0.338 0.747
H 0.500 -2.412 1.285 0.752 0.955 0.120
H 0.630 0.522 1.716 -0.848 -0.991 -0.324
H -1.869 0.441 1.378 0.400 -0.237 -1.266
H -1.569 0.098 -0.453 0.324 0.385 1.206
H 0.042 2.283 -0.092 -0.661 -0.279 -1.613
H 0.559 2.254 -1.821 -0.207 -0.024 0.142
O 0.959 2.454 -0.971 0.130 0.954 0.917
```
Forces are in eV/Å.

Computed properties:
total energy: -9925.8516 eV
frontier orbital gap: 7.476 eV
relative energy (zero: lowest compared OMol25 entry of this formula, charge and spin): 228.9 kJ/mol
charge: -1
largest force on an atom: 8.054 eV Å⁻¹

Atom charges from the Löwdin analysis, given in e for atoms 1 to 4: -0.1261, -0.0930, -0.0896, -0.3955


Density functional theory data (ωB97M-V/def2-TZVPD) for a 2-piece molecular cluster, C4H12NO2 overall in a non-equilibrium geometry.

Structure (XYZ):
```
19
Properties=species:S:1:pos:R:3:forces:R:3
C -0.059 1.919 0.989 0.115 0.329 -0.064
O -0.454 0.939 1.837 -0.146 -0.229 0.199
C 0.883 1.507 -0.119 0.937 0.021 -0.495
C 0.406 0.436 -1.146 -0.386 1.068 0.678
C -1.099 0.138 -1.173 0.413 0.572 0.767
N -1.613 -0.648 -0.059 0.325 -0.605 -0.496
H -0.876 2.517 0.582 -0.627 -0.130 -0.117
H 0.389 2.670 1.667 0.408 -0.089 -0.009
H 1.164 2.401 -0.677 -0.445 0.307 -0.089
H 1.867 1.231 0.262 -0.129 -0.403 0.433
H 0.719 0.834 -2.112 -0.034 -0.412 -0.206
H 0.924 -0.486 -0.950 0.340 -0.509 -0.072
H -1.300 -0.328 -2.112 -0.374 -0.547 -0.622
H -1.660 1.064 -1.152 -0.134 0.346 -0.281
H -1.910 -0.080 0.710 -0.089 0.197 0.360
H -0.921 -1.305 0.289 -0.180 0.097 0.037
H 2.413 -3.606 -0.560 0.002 0.447 -0.503
H 0.999 -2.858 -0.408 0.588 -0.081 -0.388
O 1.597 -3.533 -0.072 -0.584 -0.380 0.868
```
Forces are in eV/Å.

Computed properties:
total energy: -9924.9944 eV
frontier orbital gap (alpha / beta): 10.035 / 7.790 eV
<S²>: 0.754
relative energy (zero: lowest compared OMol25 entry of this formula, charge and spin): 60.4 kJ/mol
largest force on an atom: 1.322 eV Å⁻¹
multiplicity: 2

Atom charges from the Löwdin analysis, given in e for atoms 1 to 4: -0.3482, 0.0032, -0.1796, -0.1734


Density functional theory data (ωB97M-V/def2-TZVPD) for a 3-piece molecular cluster, C4H12NO2 overall in a non-equilibrium geometry.

Structure (XYZ):
```
19
Properties=species:S:1:pos:R:3:forces:R:3
O -0.148 0.080 -0.587 4.619 -2.079 6.268
C 0.584 0.034 0.541 -4.370 2.743 -4.719
C 1.582 -0.924 0.927 0.405 -3.643 -2.274
C 1.684 -2.210 0.099 1.741 -0.232 3.796
C 0.396 -3.188 0.182 0.673 -1.989 2.254
N -2.465 3.122 1.289 0.711 -1.218 -2.749
H 0.441 0.867 1.222 -0.327 0.170 0.161
H 2.237 -0.713 1.815 -0.701 -0.211 -0.888
H 1.723 -1.998 -0.927 -0.129 0.940 -1.743
H 2.672 -2.727 0.401 -1.805 0.535 -0.433
H 0.279 -3.671 1.243 0.676 0.823 -2.010
H 0.363 -4.002 -0.592 0.744 0.999 0.689
H -0.476 -2.631 0.070 -1.407 1.229 -0.458
H -2.608 3.229 0.261 0.056 -0.262 1.160
H -3.341 3.210 1.730 -0.848 0.516 0.815
H -1.771 3.787 1.522 0.215 0.875 0.726
H -0.324 1.343 -1.570 -1.572 1.824 -1.171
H -0.096 2.136 -2.808 0.462 0.572 -1.165
O -0.767 2.051 -2.148 0.858 -1.592 1.738
```
Forces are in eV/Å.

Computed properties:
total energy: -9915.2397 eV
frontier orbital gap: 2.971 eV
relative energy (zero: lowest compared OMol25 entry of this formula, charge and spin): 674.5 kJ/mol
charge: +1
largest force on an atom: 8.059 eV Å⁻¹

Atom charges from the Löwdin analysis, given in e for atoms 1 to 4: 0.0879, -0.0337, 0.2306, -0.1272


Density functional theory data (ωB97M-V/def2-TZVPD) for a 3-piece molecular cluster, C4H12NO2 overall in a non-equilibrium geometry.

Structure (XYZ):
```
19
Properties=species:S:1:pos:R:3:forces:R:3
C 2.426 0.448 2.350 -0.288 1.799 -1.156
C 1.497 0.333 1.190 -0.972 -1.639 0.069
C 1.635 -0.364 0.016 1.472 2.988 2.511
N 0.442 -0.548 -0.666 -1.028 -2.888 -1.276
C 0.385 -1.197 -1.800 -0.150 1.340 0.614
H 3.433 0.370 1.986 0.701 -0.162 0.349
H 2.191 1.499 2.602 0.843 -0.331 0.701
H 2.231 -0.175 3.231 -0.200 -0.061 -0.511
H 0.542 0.841 1.438 0.121 -0.945 -0.506
H 2.670 -0.412 -0.418 -1.422 -0.927 0.050
H -0.425 -0.619 -0.026 0.659 1.082 -1.157
H -0.615 -1.409 -2.231 0.926 -0.040 0.334
H 1.361 -1.389 -2.286 -0.949 -0.012 0.019
H -3.206 1.177 -3.352 1.260 -0.368 3.172
H -4.032 1.296 -2.151 1.304 -0.306 0.691
O -3.066 1.098 -2.302 -2.523 0.646 -3.870
H -2.631 0.462 0.814 0.638 -0.438 -0.412
H -2.714 -1.063 1.010 1.413 1.320 -0.939
O -2.124 -0.349 0.594 -1.805 -1.057 1.318
```
Forces are in eV/Å.

Computed properties:
total energy: -9919.0755 eV
frontier orbital gap: 8.790 eV
relative energy (zero: lowest compared OMol25 entry of this formula, charge and spin): 304.4 kJ/mol
charge: +1
largest force on an atom: 4.665 eV Å⁻¹

Atom charges from the Löwdin analysis, given in e for atoms 1 to 4: -0.0636, -0.0893, -0.1005, 0.0028


Density functional theory data (ωB97M-V/def2-TZVPD) for a 2-piece molecular cluster, C4H12NO2 overall in a non-equilibrium geometry.

Structure (XYZ):
```
19
Properties=species:S:1:pos:R:3:forces:R:3
C -1.821 -0.438 1.522 -0.370 -0.379 -0.388
C -0.935 -1.254 2.072 0.141 0.854 0.534
O 0.308 -0.796 2.494 -0.447 -0.648 0.107
H -2.744 -0.867 1.156 -0.022 -0.002 0.133
H -1.751 0.639 1.426 0.377 0.004 0.085
H -1.151 -2.276 2.346 0.002 -0.190 -0.385
H 0.632 -1.470 3.110 0.310 0.380 -0.067
C -0.056 0.826 -1.934 -0.335 0.031 0.228
O -0.062 0.470 -3.286 -0.005 -0.282 0.119
C 1.164 0.248 -1.233 -0.068 0.308 -0.112
N 1.163 0.705 0.194 -0.012 0.004 0.351
H -0.975 0.504 -1.429 0.040 -0.070 0.066
H -0.032 1.915 -1.847 0.049 0.073 -0.272
H -0.402 -0.436 -3.350 0.068 0.298 -0.231
H 1.135 -0.839 -1.237 0.174 -0.028 0.068
H 2.070 0.625 -1.702 0.057 -0.181 -0.016
H 0.368 0.308 0.707 0.005 -0.096 0.025
H 1.089 1.722 0.284 0.077 -0.051 -0.179
H 1.997 0.414 0.707 -0.040 -0.025 -0.066
```
Forces are in eV/Å.

Computed properties:
total energy: -9920.0931 eV
frontier orbital gap: 10.124 eV
relative energy (zero: lowest compared OMol25 entry of this formula, charge and spin): 206.2 kJ/mol
charge: +1
largest force on an atom: 1.017 eV Å⁻¹

Atom charges from the Löwdin analysis, given in e for atoms 1 to 4: 0.0104, -0.2403, -0.0415, 0.0709


Density functional theory data (ωB97M-V/def2-TZVPD) for an isolated ion of composition C4H12NO2 and charge +1 in a non-equilibrium geometry.

Structure (XYZ):
```
19
Properties=species:S:1:pos:R:3:forces:R:3
C -1.486 1.296 -0.391 -2.790 3.292 -0.472
N -0.696 0.068 -0.462 1.871 1.667 -0.516
C -1.203 -0.967 0.332 -3.087 -4.058 1.333
C 0.740 0.269 0.029 4.673 0.122 -0.302
C 1.922 -1.165 -0.346 -5.461 0.769 3.041
O 1.177 1.419 -0.648 -1.050 -1.717 -0.766
O 0.778 0.585 1.385 -0.616 -0.077 -0.792
H -1.901 1.547 0.611 1.105 -0.447 -0.330
H -0.914 2.189 -0.823 -0.783 -1.586 0.759
H -2.494 1.229 -0.971 2.026 -0.508 0.495
H -0.610 -0.028 -1.469 0.095 -1.106 -0.223
H -0.809 -0.908 1.337 -0.087 0.303 0.048
H -2.304 -0.937 0.413 0.462 0.428 -0.089
H -1.063 -2.028 0.022 0.597 1.004 -0.466
H 2.909 -0.847 -0.077 0.402 0.260 -0.727
H 1.532 -1.925 0.415 0.898 0.972 -0.517
H 1.526 -1.635 -1.227 1.001 0.387 -1.088
H 1.709 1.933 -0.061 0.653 0.553 0.738
H 1.184 -0.094 1.932 0.091 -0.258 -0.128
```
Forces are in eV/Å.

Computed properties:
total energy: -9918.9455 eV
frontier orbital gap: 11.896 eV
relative energy (zero: lowest compared OMol25 entry of this formula, charge and spin): 316.9 kJ/mol
charge: +1
largest force on an atom: 6.298 eV Å⁻¹

Atom charges from the Löwdin analysis, given in e for atoms 1 to 4: -0.0108, -0.1227, -0.0412, -0.4553


Density functional theory data (ωB97M-V/def2-TZVPD) for a 2-piece molecular cluster, C4H12NO2 overall in a non-equilibrium geometry.

Structure (XYZ):
```
19
Properties=species:S:1:pos:R:3:forces:R:3
O -0.189 2.245 -0.963 -0.116 0.276 -0.480
C -0.049 1.945 0.186 0.474 -0.383 -0.039
C 0.186 0.485 0.545 -0.252 0.000 0.788
N -0.344 -0.359 -0.585 -0.634 0.560 0.832
C -1.825 -0.231 -0.802 -0.175 0.623 -0.259
C 1.644 0.147 0.858 -0.029 0.478 -0.510
H -0.040 2.690 0.989 0.031 0.013 0.185
H -0.386 0.251 1.447 -0.257 -0.135 -0.184
H -0.186 -1.344 -0.330 0.730 -0.012 -0.390
H 0.130 0.000 -1.422 0.037 -0.625 -0.045
H -2.027 0.721 -1.281 0.097 -0.067 -0.199
H -2.150 -1.044 -1.443 -0.053 -0.068 0.093
H -2.365 -0.203 0.141 0.222 -0.420 0.144
H 2.323 0.526 0.092 -0.061 -0.193 -0.194
H 1.957 0.640 1.774 -0.135 -0.111 0.228
H 1.720 -0.931 0.951 0.238 -0.004 0.156
H 0.336 -3.424 1.435 0.016 0.404 -0.680
H 1.276 -3.440 0.228 0.001 -0.045 -0.112
O 0.524 -2.960 0.593 -0.135 -0.292 0.666
```
Forces are in eV/Å.

Computed properties:
total energy: -9921.1035 eV
frontier orbital gap: 11.381 eV
relative energy (zero: lowest compared OMol25 entry of this formula, charge and spin): 108.7 kJ/mol
charge: +1
largest force on an atom: 1.187 eV Å⁻¹

Atom charges from the Löwdin analysis, given in e for atoms 1 to 4: 0.0994, -0.1806, -0.2869, 0.0427


Density functional theory data (ωB97M-V/def2-TZVPD) for a 3-piece molecular cluster, C4H12NO2 overall in a non-equilibrium geometry.

Structure (XYZ):
```
19
Properties=species:S:1:pos:R:3:forces:R:3
C 1.271 2.691 -1.741 -0.033 0.094 -0.004
C 0.531 1.743 -0.834 1.146 0.828 -0.418
C 0.364 2.031 0.443 -0.085 -0.469 0.862
N -0.109 1.001 1.366 0.029 0.485 -1.020
C -1.265 0.482 1.267 0.543 -0.239 -0.065
H 0.526 3.325 -2.226 0.255 -0.101 -0.448
H 2.010 3.344 -1.276 -0.379 0.019 0.550
H 1.879 2.122 -2.445 -0.482 -0.007 -0.345
H 0.260 0.817 -1.321 -0.392 -0.289 0.448
H 0.673 2.920 0.976 0.198 0.072 -0.293
H 0.649 0.662 1.957 -0.506 -0.380 0.363
H -1.506 -0.425 1.798 -0.167 -0.004 0.310
H -1.940 0.946 0.562 -0.185 -0.079 -0.001
H -0.828 -6.145 3.899 -0.507 -0.226 0.454
H 0.534 -6.473 3.343 0.317 -0.260 -0.004
O -0.179 -5.842 3.277 0.187 0.514 -0.454
H -1.697 -1.400 -3.106 0.851 0.399 0.106
H -0.183 -0.940 -3.235 -0.578 -0.271 -0.071
O -0.989 -0.858 -2.703 -0.211 -0.086 0.030
```
Forces are in eV/Å.

Computed properties:
total energy: -9919.5983 eV
frontier orbital gap: 8.726 eV
relative energy (zero: lowest compared OMol25 entry of this formula, charge and spin): 253.9 kJ/mol
charge: +1
largest force on an atom: 1.474 eV Å⁻¹

Atom charges from the Löwdin analysis, given in e for atoms 1 to 4: -0.0625, -0.0852, -0.0820, 0.0590


What is the relative energy (zero: lowest compared OMol25 entry of this formula, charge and spin) in the second record? 60.4 kJ/mol


total energy of number 1 (C4H12NO2)? -9925.8516 eV


The lowest largest force on an atom belongs to which entry? number 5